Here is 13 unconnected molecules or ions with the total composition C47H66F2O39 from the Open Molecules 2025 dataset. Energies are from wB97M-V/def2-TZVPD.

Bonds (Å) are listed after each position.
Geometry (Å):
1 O 2.30923 -5.59752 2.23884  C21 1.327, C148 1.428
2 H 4.01140 -4.13629 0.23978  C72 1.088
3 O -4.64111 -1.54251 4.23303  C54 1.346, C93 1.454
4 H -6.35623 2.96932 1.63886  C128 1.086
5 O -0.17432 5.79042 2.63700  C51 1.419, C89 1.354
6 O -4.65220 0.57681 -2.12236  C70 1.436, C97 1.336
7 C 3.56865 2.21219 -3.61525  H26 1.087, O62 1.409, F102 1.365, C150 1.515
8 O 5.74029 -3.04177 -3.22762  C25 1.423, C151 1.333
9 O -2.22562 2.25285 0.16012  C34 1.200
10 H -4.72805 1.21588 2.36291  C138 1.093
11 H -3.27290 1.31020 -5.52733  C18 1.090
12 C -4.53598 4.26780 1.67428  O58 1.424, C128 1.514, H141 1.088, C144 1.561
13 H 1.62127 1.62449 6.51540  C154 1.088
14 H -0.07538 0.84447 -1.18819  C37 1.090
15 H -6.48692 4.61291 2.54417  C128 1.087
16 H 1.52973 -3.35011 3.58239  C110 1.089
17 O 0.91128 -1.71570 0.06775  C47 1.463, C146 1.319
18 C -2.43770 0.62704 -5.68445  H11 1.090, C22 1.535, C61 1.533, O79 1.408
19 C 5.34694 -0.54655 1.42862  O75 1.316, O116 1.191, O135 1.363
20 H -2.23940 -1.28845 -6.86608  C61 1.090
21 C 3.35519 -6.38683 2.03171  O1 1.327, O104 1.191, O139 1.350
22 C -1.91456 0.14255 -4.32503  C18 1.535, H44 1.092, H107 1.092, O142 1.412
23 H -7.56414 1.23506 -1.62982  C77 1.091
24 H 3.70018 -3.03217 -3.25960  C25 1.087
25 C 4.50406 -2.79703 -2.56615  O8 1.423, H24 1.087, H53 1.087, C145 1.530
26 H 3.22013 1.48394 -4.34333  C7 1.087
27 H 6.79608 1.23526 3.30385  C125 1.091
28 H 0.07824 0.96205 1.79531  C55 1.093
29 H -3.47971 -0.10448 -7.43114  C61 1.088
30 C -0.32409 -5.82212 -0.44355  H36 1.085, H74 1.088, O78 1.441, C124 1.524
31 H 5.28980 -0.10826 4.68583  C38 1.089
32 O 0.86754 -1.67042 -7.00147  C101 1.336, C147 1.422
33 O 0.65515 2.05046 -5.58452  C66 1.183
34 C -2.92009 2.88049 0.91038  O9 1.200, O56 1.343, O58 1.317
35 H 4.62735 -3.62756 1.82740  C72 1.087
36 H -0.78212 -6.80328 -0.51699  C30 1.085
37 C -0.46788 -0.14590 -0.95901  H14 1.090, C47 1.561, H49 1.090, O90 1.424
38 C 4.62380 0.72691 4.47344  H31 1.089, C52 1.508, H60 1.090, H99 1.091
39 H 1.73205 5.42604 2.04041  C51 1.092
40 H -5.12210 2.34970 -3.00947  C70 1.096
41 H 1.44586 -0.03775 1.92964  C55 1.094
42 H 1.86464 -3.89806 1.13385  C148 1.089
43 H 1.35924 0.96460 0.49675  C55 1.088
44 H -2.64143 0.46631 -3.57776  C22 1.092
45 H 2.10538 3.67325 -4.28323  C150 1.092
46 H 3.92303 -1.06969 -1.40759  C145 1.093
47 C -0.04974 -0.67994 0.44706  O17 1.463, C37 1.561, C55 1.513, H112 1.086
48 C -2.64909 -0.50956 3.55640  H59 1.092, O73 1.421, C93 1.515, H113 1.089
49 H -1.53779 -0.19971 -1.16235  C37 1.090
50 H -4.78729 0.98975 4.16446  C138 1.090
51 C 0.75846 4.93255 1.99827  O5 1.419, H39 1.092, C63 1.537, C91 1.514
52 C 4.69475 1.04665 3.00136  C38 1.508, H109 1.091, C125 1.549, O135 1.449
53 H 4.32150 -3.38363 -1.66960  C25 1.087
54 C -3.63965 -1.88171 5.06658  O3 1.346, O73 1.340, O95 1.193
55 C 0.75906 0.36759 1.18045  H28 1.093, H41 1.094, H43 1.088, C47 1.513
56 O -2.69219 2.97997 2.23013  C34 1.343, C144 1.443
57 C 1.53207 -3.00232 -5.20080  O86 1.415, H129 1.087, H131 1.088, C147 1.564
58 O -3.97127 3.58985 0.55606  C12 1.424, C34 1.317
59 H -2.47666 0.56309 3.67111  C48 1.092
60 H 3.59255 0.45046 4.69414  C38 1.090
61 C -2.94698 -0.51227 -6.57423  C18 1.533, H20 1.090, H29 1.088, H82 1.096
62 O 3.10842 1.86989 -2.32859  C7 1.409, C132 1.325
63 C 0.19933 4.85524 0.56857  C51 1.537, H103 1.087, O108 1.432, H115 1.091
64 C 0.27621 0.32718 5.38193  O71 1.430, H111 1.093, H118 1.087, C154 1.538
65 H 3.23031 -3.76925 3.87682  C110 1.093
66 C -0.28925 1.35638 -5.42339  O33 1.183, O79 1.359, O142 1.353
67 O -1.55923 -3.77130 2.03742  C117 1.197
68 O 7.76927 -2.13059 -2.92611  C151 1.192
69 O 2.92272 -0.88120 -7.47559  C101 1.189
70 C -5.64494 1.43719 -2.70234  O6 1.436, H40 1.096, C77 1.514, C152 1.522
71 O 0.56097 -1.07297 5.31945  C64 1.430, C88 1.342
72 C 3.96460 -4.31755 1.31195  H2 1.088, H35 1.087, O139 1.433, C148 1.546
73 O -2.47397 -1.32942 4.70325  C48 1.421, C54 1.340
74 H 0.72167 -5.73880 -0.73373  C30 1.088
75 O 6.39990 0.23626 1.53196  C19 1.316, C125 1.426
76 H -4.24449 3.03400 3.61738  C144 1.084
77 C -6.58412 1.70742 -1.54624  H23 1.091, C70 1.514, O126 1.445, H130 1.091
78 O -0.45588 -5.41725 0.93277  C30 1.441, C117 1.322
79 O -1.37502 1.36376 -6.24127  C18 1.408, C66 1.359
80 H -0.19841 3.15839 2.82224  C91 1.095
81 H 2.90471 -2.36124 2.93226  C110 1.091
82 H -3.66435 -1.09831 -5.98756  C61 1.096
83 H -6.99023 0.09041 -3.69234  C152 1.089
84 H -0.47105 -2.22621 -5.58013  C147 1.093
85 H -4.22207 -1.22885 2.20707  C93 1.087
86 O 2.56474 -2.16038 -5.67833  C57 1.415, C101 1.350
87 H 1.32982 2.83919 2.20072  C91 1.092
88 C 1.58032 -1.33738 6.15067  O71 1.342, O92 1.342, O137 1.188
89 C -1.20666 6.10375 1.81821  O5 1.354, O108 1.320, O123 1.195
90 O 0.06206 -1.11143 -1.86181  C37 1.424, C146 1.351
91 C 0.79324 3.61761 2.74746  C51 1.514, H80 1.095, H87 1.092, H121 1.089
92 O 1.83396 -0.30409 6.96835  C88 1.342, C154 1.424
93 C -4.09601 -0.72444 3.16171  O3 1.454, C48 1.515, H85 1.087, C138 1.535
94 H -0.10327 -3.52045 -6.69779  C147 1.089
95 O -3.79912 -2.56859 6.02876  C54 1.193
96 O -1.55101 -3.85347 -0.18406  C117 1.361, C124 1.423
97 C -4.81359 0.49613 -0.79908  O6 1.336, O98 1.194, O126 1.336
98 O -4.17101 -0.21696 -0.08894  C97 1.194
99 H 4.88674 1.58054 5.09941  C38 1.091
100 O 2.77716 4.03597 -2.42327  C132 1.340, C150 1.431
101 C 2.18158 -1.52605 -6.80654  O32 1.336, O69 1.189, O86 1.350
102 F 4.93197 2.17431 -3.67963  C7 1.365
103 H 0.92506 5.17655 -0.17349  C63 1.087
104 O 3.31726 -7.56209 2.21794  C21 1.191
105 H -6.02293 0.39321 2.96574  C138 1.090
106 H 3.76635 4.30097 -4.26005  C150 1.086
107 H -1.82372 -0.93075 -4.14683  C22 1.092
108 O -0.93911 5.72378 0.58219  C63 1.432, C89 1.320
109 H 4.00766 1.84058 2.70601  C52 1.091
110 C 2.52709 -3.36255 3.14625  H16 1.089, H65 1.093, H81 1.091, C148 1.502
111 H 0.64755 0.81489 4.47728  C64 1.093
112 H -0.91615 -1.11736 0.93412  C47 1.086
113 H -2.01736 -0.91903 2.76887  C48 1.089
114 O 1.61443 -2.73697 -1.80245  C146 1.199
115 H -0.07900 3.82605 0.33835  C63 1.091
116 O 5.21325 -1.50930 0.74088  C19 1.191
117 C -1.17871 -4.31538 1.04092  O67 1.197, O78 1.322, O96 1.361
118 H -0.80699 0.41683 5.37860  C64 1.087
119 H 6.25795 2.23241 1.92097  C125 1.087
120 O 2.45980 2.94247 -0.48048  C132 1.200
121 H 1.16556 3.78192 3.75796  C91 1.089
122 H -6.70916 1.66251 -4.47692  C152 1.091
123 O -2.17424 6.70253 2.18272  C89 1.195
124 C -1.07891 -4.73412 -1.19720  C30 1.524, O96 1.423, H127 1.091, H133 1.090
125 C 6.12135 1.29242 2.44881  H27 1.091, C52 1.549, O75 1.426, H119 1.087
126 O -5.86056 1.22090 -0.39348  C77 1.445, C97 1.336
127 H -0.39642 -4.07817 -1.73883  C124 1.091
128 C -6.02022 3.99206 1.78325  H4 1.086, C12 1.514, H15 1.087, H134 1.104
129 H 1.23579 -2.66283 -4.21196  C57 1.087
130 H -6.71529 2.75678 -1.27981  C77 1.091
131 H 1.80158 -4.04868 -5.32792  C57 1.088
132 C 2.77889 2.95080 -1.63739  O62 1.325, O100 1.340, O120 1.200
133 H -1.81633 -5.17485 -1.86812  C124 1.090
134 H -6.37510 4.47874 0.85801  C128 1.104
135 O 4.36435 -0.17556 2.29752  C19 1.363, C52 1.449
136 H -3.35690 4.53969 3.44213  C144 1.092
137 O 2.16408 -2.37172 6.11392  C88 1.188
138 C -4.96575 0.53999 3.18819  H10 1.093, H50 1.090, C93 1.535, H105 1.090
139 O 4.36024 -5.68635 1.46456  C21 1.350, C72 1.433
140 F 0.02371 0.88683 7.65131  C154 1.347
141 H -4.35827 5.32920 1.51217  C12 1.088
142 O -0.61780 0.70114 -4.28657  C22 1.412, C66 1.353
143 H -5.42115 0.43435 -4.57096  C152 1.086
144 C -3.76087 3.68369 2.89731  C12 1.561, O56 1.443, H76 1.084, H136 1.092
145 C 4.52292 -1.29104 -2.29405  C25 1.530, H46 1.093, O149 1.432, H153 1.095
146 C 0.93070 -1.93288 -1.23338  O17 1.319, O90 1.351, O114 1.199
147 C 0.33621 -2.68363 -6.15762  O32 1.422, C57 1.564, H84 1.093, H94 1.089
148 C 2.54550 -4.22662 1.91786  O1 1.428, H42 1.089, C72 1.546, C110 1.502
149 O 5.93389 -1.05630 -2.23416  C145 1.432, C151 1.356
150 C 3.06600 3.63372 -3.76554  C7 1.515, H45 1.092, O100 1.431, H106 1.086
151 C 6.58247 -2.08861 -2.82848  O8 1.333, O68 1.192, O149 1.356
152 C -6.23335 0.82449 -3.96482  C70 1.522, H83 1.089, H122 1.091, H143 1.086
153 H 3.88054 -0.74225 -2.99119  C145 1.095
154 C 0.95579 0.78075 6.68536  H13 1.088, C64 1.538, O92 1.424, F140 1.347

## Properties
Total charge   0
Maximum force   0.055 hartree/bohr
Gap between HOMO and LUMO   10.1 eV
Energy   -4964.80438 hartree
HOMO energy   -10.3 eV
LUMO energy   -0.2 eV

Results of the Mulliken charge analysis, in e, for atoms 1 through 99:
1 O -0.522
2 H -0.254
3 O -0.460
4 H 0.265
5 O -0.424
6 O -0.164
7 C 0.561
8 O -0.415
9 O -0.487
10 H -0.296
11 H 0.187
12 C 0.530
13 H 0.386
14 H 0.282
15 H 0.401
16 H 0.310
17 O -0.107
18 C 0.524
19 C 0.251
20 H 0.256
21 C 0.613
22 C 0.678
23 H 0.274
24 H -0.168
25 C 1.325
26 H 0.169
27 H 0.283
28 H -0.248
29 H 0.426
30 C -0.324
31 H 0.416
32 O -0.354
33 O -0.530
34 C 0.452
35 H 0.056
36 H 0.378
37 C -0.151
38 C -1.311
39 H 0.382
40 H 0.278
41 H 0.014
42 H -1.151
43 H 0.095
44 H -0.503
45 H 0.230
46 H -0.279
47 C 1.515
48 C 0.641
49 H -0.315
50 H 0.487
51 C 0.222
52 C 0.892
53 H -0.652
54 C 0.455
55 C -0.010
56 O -0.214
57 C 0.422
58 O -0.295
59 H -0.011
60 H 0.016
61 C -1.419
62 O 0.172
63 C 0.558
64 C 0.474
65 H 0.509
66 C 0.214
67 O -0.504
68 O -0.569
69 O -0.551
70 C 0.529
71 O 0.178
72 C 0.138
73 O -0.387
74 H 0.148
75 O -0.379
76 H 0.268
77 C -0.403
78 O -0.323
79 O -0.408
80 H -0.264
81 H 0.184
82 H 0.350
83 H 0.459
84 H -0.290
85 H 0.377
86 O -0.306
87 H -0.070
88 C 0.359
89 C 0.573
90 O -0.087
91 C -0.321
92 O -0.361
93 C 0.653
94 H 0.290
95 O -0.585
96 O -0.223
97 C 0.234
98 O -0.375
99 H 0.431